Density functional theory data (the ωB97M-V functional and the def2-TZVPD basis) for a structure of composition C30H39MnN5O2 in a non-equilibrium geometry.

The calculation puts the energy relative to the best compared isomer or geometry (same formula, charge and spin) at 15.9 kcal per mole. Its gap between HOMO and LUMO (spin up / spin down) is 6.7 / 6.8 eV. The expectation value of S² is 8.758. As for the spin multiplicity: 6. Its total energy is -2741.77537 Ha. Its LUMO energy (spin up / spin down) is 0.37 / 0.24 eV.

Geometry (Å):
1 Mn 0.962 1.284 -0.120
2 O 2.821 1.452 0.476
3 N 3.377 2.627 0.335
4 N 2.474 3.534 0.166
5 O 1.184 3.221 0.014
6 C 2.815 4.920 0.055
7 C 4.135 5.336 0.187
8 C 4.423 6.688 0.078
9 C 3.421 7.620 -0.158
10 C 2.113 7.183 -0.287
11 C 1.798 5.831 -0.180
12 H 4.914 4.612 0.373
13 H 5.452 7.012 0.182
14 H 3.660 8.673 -0.238
15 H 1.316 7.895 -0.469
16 H 0.782 5.481 -0.276
17 N -1.101 1.506 -0.300
18 C -2.208 1.230 -0.156
19 N -3.389 0.764 0.113
20 C -3.602 -0.702 0.100
21 C -4.161 -1.162 1.461
22 C -4.199 -0.010 2.460
23 C -5.040 1.142 1.910
24 C -4.497 1.636 0.549
25 H -2.644 -1.168 -0.120
26 H -4.281 -0.934 -0.721
27 H -3.553 -1.981 1.847
28 H -5.173 -1.546 1.321
29 H -3.179 0.337 2.656
30 H -4.605 -0.352 3.412
31 H -5.063 1.971 2.618
32 H -6.070 0.800 1.782
33 H -4.114 2.650 0.610
34 H -5.264 1.620 -0.225
35 C -0.889 0.096 4.461
36 C -0.653 -0.867 3.322
37 C -0.997 -2.215 3.433
38 C -0.739 -3.074 2.373
39 C -1.079 -4.544 2.463
40 C -0.159 -2.595 1.201
41 C 0.188 -1.239 1.037
42 C -0.074 -0.411 2.152
43 N 0.718 -0.677 -0.104
44 C 1.069 -1.440 -1.296
45 C 2.175 -2.478 -1.044
46 C 2.561 -3.185 -2.350
47 C 1.325 -3.869 -2.952
48 C 0.247 -2.820 -3.262
49 C 0.802 -1.795 -4.255
50 C 2.026 -1.112 -3.640
51 C 3.108 -2.160 -3.351
52 C 1.635 -0.438 -2.318
53 C -0.151 -2.109 -1.965
54 H -1.339 -0.408 5.317
55 H -1.555 0.911 4.163
56 H 0.047 0.551 4.794
57 H -1.445 -2.590 4.348
58 H -1.525 -4.791 3.427
59 H -0.185 -5.161 2.339
60 H -1.784 -4.837 1.681
61 H 0.022 -3.305 0.408
62 H 0.212 0.631 2.137
63 H 1.855 -3.220 -0.311
64 H 3.036 -1.954 -0.616
65 H 3.326 -3.936 -2.138
66 H 0.933 -4.619 -2.256
67 H 1.604 -4.394 -3.872
68 H -0.630 -3.311 -3.692
69 H 0.035 -1.050 -4.493
70 H 1.081 -2.289 -5.191
71 H 2.412 -0.354 -4.325
72 H 3.999 -1.674 -2.941
73 H 3.401 -2.659 -4.280
74 H 0.879 0.335 -2.518
75 H 2.519 0.039 -1.881
76 H -0.616 -2.828 -1.289
77 H -0.896 -1.329 -2.168

Atom charges from the Löwdin analysis, given in e for atoms 1 to 2: Mn 0.8350; O -0.2264

***

Density functional theory data (the ωB97M-V functional and the def2-TZVPD basis) for a structure of composition C30H40BrIrN4O4S.

The calculation puts the energy relative to the best compared isomer or geometry (same formula, charge and spin) at 9.6 kcal per mole. Its gap between HOMO and LUMO (spin up / spin down) is 7.9 / 5.0 eV. The expectation value of S² is 0.766. As for the spin multiplicity: 2. Its total energy is -4763.45881 Ha. The charge is +1. Its LUMO energy (spin up / spin down) is -2.63 / -5.48 eV.

Geometry (Å):
1 Ir -0.009 0.148 0.249
2 C -2.675 -4.585 -1.163
3 N -1.616 -3.578 -1.206
4 C -0.558 -3.810 -2.188
5 C -1.661 -2.452 -0.510
6 O -0.724 -1.623 -0.612
7 C -2.851 -2.245 0.417
8 O -2.990 -0.895 0.718
9 C -3.135 -0.513 2.056
10 C -1.802 -0.351 2.775
11 O -0.728 -0.626 2.202
12 N -1.826 0.074 4.031
13 C -3.056 0.460 4.717
14 C -0.585 0.383 4.736
15 H -2.232 -5.552 -1.389
16 H -3.123 -4.653 -0.176
17 H -3.449 -4.374 -1.903
18 H -0.226 -4.844 -2.111
19 H -0.935 -3.629 -3.195
20 H 0.275 -3.147 -1.994
21 H -3.753 -2.578 -0.104
22 H -2.721 -2.879 1.301
23 H -3.647 0.452 2.050
24 H -3.762 -1.220 2.610
25 H -3.888 -0.182 4.442
26 H -2.896 0.357 5.788
27 H -3.314 1.498 4.500
28 H 0.263 0.144 4.103
29 H -0.566 1.444 4.985
30 H -0.533 -0.200 5.655
31 C 6.912 3.103 1.495
32 C 6.321 1.975 2.353
33 C 6.475 2.325 3.841
34 C 7.099 0.690 2.072
35 C 4.838 1.829 2.027
36 C 4.298 0.647 1.539
37 C 2.950 0.610 1.260
38 Br 2.171 -1.037 0.684
39 C 2.088 1.692 1.432
40 O 0.782 1.617 1.146
41 C 2.614 2.893 1.972
42 C 3.973 2.911 2.235
43 C 1.719 4.102 2.254
44 C 2.525 5.261 2.847
45 C 1.074 4.601 0.953
46 C 0.628 3.726 3.272
47 H 7.974 3.218 1.718
48 H 6.426 4.060 1.690
49 H 6.809 2.880 0.431
50 H 7.533 2.433 4.086
51 H 6.057 1.539 4.473
52 H 5.979 3.263 4.092
53 H 8.150 0.845 2.318
54 H 7.049 0.407 1.019
55 H 6.741 -0.144 2.679
56 H 4.906 -0.232 1.382
57 H 4.400 3.820 2.630
58 H 3.296 5.616 2.161
59 H 2.994 4.993 3.796
60 H 1.849 6.094 3.039
61 H 1.837 4.843 0.209
62 H 0.498 5.505 1.157
63 H 0.392 3.868 0.536
64 H 1.078 3.381 4.206
65 H -0.036 2.952 2.888
66 H 0.023 4.607 3.493
67 N 2.295 2.316 -6.425
68 C 1.935 1.992 -5.384
69 C 1.488 1.577 -4.081
70 C 0.894 2.492 -3.216
71 C 0.465 2.081 -1.965
72 C 0.626 0.760 -1.550
73 C 1.230 -0.142 -2.425
74 C 1.654 0.253 -3.681
75 H 0.763 3.520 -3.526
76 H -0.004 2.814 -1.316
77 H 1.374 -1.177 -2.132
78 H 2.119 -0.456 -4.353
79 S -2.863 3.765 -0.135
80 C -2.139 2.349 0.013
81 N -1.603 1.307 0.140

Atom charges from the Löwdin analysis, given in e for atoms 1 to 2: Ir 1.3148; C -0.0120

***

Density functional theory data (the ωB97M-V functional and the def2-TZVPD basis) for a cluster of 6 separate species, C30H40F15NO14 in total.

As for the SMILES: [H]/N=C(\C)C[C@@H]1C(=O)OC[C@H]1CCC(=O)O.CCOC(=O)C(F)(F)F.CCOC(=O)C(F)(F)F.CCOC(=O)C(F)(F)F.CCOC(=O)C(F)(F)F.CCOC(=O)C(F)(F)F. Its gap between HOMO and LUMO is 10.2 eV. As for the spin multiplicity: 1. Its total energy is -3773.37682 Ha. Its LUMO energy is 0.26 eV.

Geometry (Å):
1 C 1.388 5.548 0.516
2 C 0.063 5.008 0.013
3 N -0.667 5.618 -0.834
4 C -0.380 3.636 0.512
5 C -0.025 2.534 -0.504
6 C -1.132 1.573 -0.874
7 O -2.142 1.814 -1.479
8 O -0.838 0.337 -0.409
9 C 0.534 0.246 -0.013
10 C 1.194 1.634 -0.164
11 C 2.192 1.722 -1.315
12 C 3.509 0.945 -1.155
13 C 4.446 0.994 -2.344
14 O 5.602 0.683 -2.265
15 O 3.931 1.358 -3.542
16 H 1.323 6.632 0.625
17 H 1.701 5.104 1.460
18 H 2.158 5.342 -0.237
19 H -0.248 6.514 -1.091
20 H 0.149 3.457 1.445
21 H -1.450 3.702 0.703
22 H 0.196 3.052 -1.446
23 H 1.043 -0.544 -0.577
24 H 0.530 -0.092 1.025
25 H 1.634 1.881 0.801
26 H 2.448 2.781 -1.462
27 H 1.688 1.383 -2.229
28 H 4.059 1.352 -0.300
29 H 3.311 -0.103 -0.902
30 H 3.145 1.906 -3.433
31 C 6.590 0.991 2.282
32 C 5.961 0.828 3.648
33 O 4.946 1.833 3.885
34 C 3.770 1.601 3.336
35 O 3.445 0.662 2.671
36 C 2.788 2.742 3.680
37 F 3.340 3.944 3.492
38 F 2.385 2.656 4.949
39 F 1.724 2.636 2.884
40 H 6.993 1.997 2.166
41 H 7.400 0.274 2.161
42 H 5.862 0.820 1.490
43 H 6.690 0.984 4.439
44 H 5.521 -0.160 3.775
45 C -5.397 1.596 2.687
46 C -4.631 2.149 3.869
47 O -3.518 1.294 4.224
48 C -2.434 1.425 3.483
49 O -2.268 2.174 2.567
50 C -1.329 0.471 3.985
51 F -1.805 -0.755 4.209
52 F -0.814 0.940 5.129
53 F -0.350 0.389 3.088
54 H -5.730 0.578 2.892
55 H -6.270 2.217 2.491
56 H -4.778 1.579 1.791
57 H -5.251 2.178 4.761
58 H -4.260 3.154 3.674
59 C -5.184 1.149 -1.617
60 C -6.475 1.498 -2.318
61 O -7.584 1.539 -1.386
62 C -7.704 2.639 -0.666
63 O -7.024 3.620 -0.706
64 C -8.926 2.509 0.269
65 F -8.946 1.322 0.885
66 F -10.057 2.633 -0.438
67 F -8.905 3.461 1.197
68 H -5.297 0.211 -1.070
69 H -4.376 1.040 -2.335
70 H -4.899 1.926 -0.910
71 H -6.755 0.733 -3.039
72 H -6.408 2.452 -2.839
73 C 3.342 -6.502 -0.324
74 C 2.139 -5.652 0.024
75 O 2.515 -4.596 0.942
76 C 3.065 -3.528 0.397
77 O 3.282 -3.324 -0.761
78 C 3.353 -2.478 1.488
79 F 3.932 -3.018 2.562
80 F 2.204 -1.906 1.865
81 F 4.148 -1.525 1.011
82 H 3.802 -6.890 0.585
83 H 3.043 -7.339 -0.949
84 H 4.090 -5.920 -0.862
85 H 1.390 -6.235 0.553
86 H 1.674 -5.212 -0.854
87 C -1.739 -4.486 -5.057
88 C -0.239 -4.423 -5.238
89 O 0.437 -5.327 -4.335
90 C 0.480 -6.596 -4.704
91 O 0.032 -7.086 -5.696
92 C 1.265 -7.403 -3.650
93 F 0.866 -7.086 -2.409
94 F 2.571 -7.127 -3.747
95 F 1.094 -8.706 -3.824
96 H -2.006 -4.284 -4.020
97 H -2.218 -3.741 -5.692
98 H -2.127 -5.468 -5.326
99 H 0.146 -3.439 -4.981
100 H 0.056 -4.652 -6.261

Atom charges from the Löwdin analysis, given in e for atoms 1 to 2: C -0.0266; C -0.4096